Density functional theory data (the ωB97M-V functional and the def2-TZVPD basis) for 3 unconnected molecules or ions with the total composition C25H52N3O11P2S in a non-equilibrium geometry.

Structure (XYZ):
```
94
Properties=species:S:1:pos:R:3:forces:R:3:lowdin_charge:R:1
C -2.540 0.229 5.260 -0.08 0.14 -0.02 -0.102
C -1.143 0.728 4.607 -1.32 -0.50 1.07 -0.183
C -0.954 0.016 3.216 -0.16 -0.88 1.23 -0.145
N -0.417 0.817 2.092 1.33 -0.69 -2.56 0.014
C -0.323 2.177 1.781 0.69 1.01 -1.90 -0.156
O -0.775 3.193 2.613 0.17 -1.49 -1.61 0.074
C 0.297 2.342 0.433 -1.47 -2.62 3.98 -0.120
N 0.625 3.516 -0.343 -2.44 -0.86 1.46 0.208
C -0.422 4.209 -0.520 0.93 -0.07 -2.16 -0.226
O -1.270 4.853 -0.983 0.84 -0.58 1.40 0.248
N 0.500 0.996 0.049 0.76 0.82 0.38 -0.030
C 1.077 0.764 -1.325 -1.05 -0.15 -0.96 -0.082
C -0.194 0.854 -2.312 -0.31 0.10 0.01 -0.148
C -0.533 -0.506 -3.050 -0.28 0.28 -1.08 -0.205
C -2.099 -0.811 -3.095 0.95 -0.53 0.23 -0.192
C -2.724 -1.019 -1.654 -1.22 -0.69 -0.45 -0.210
C -4.275 -0.612 -1.548 0.47 0.47 0.97 -0.198
C -4.563 0.844 -2.106 -0.16 -0.99 -1.20 -0.223
C -5.979 1.433 -1.733 -0.09 0.08 0.51 -0.197
C -5.996 2.295 -0.395 -0.77 0.63 -0.74 -0.214
C -4.780 3.306 -0.248 0.42 -0.85 1.03 -0.174
C -4.879 4.152 1.112 -1.17 -0.09 -1.12 -0.208
O -4.068 3.598 2.167 -0.43 -0.14 -0.34 -0.240
C -4.648 2.405 2.720 0.25 -0.63 0.52 -0.100
C 0.098 0.075 1.007 0.96 2.20 -0.72 -0.512
S 0.256 -1.722 0.775 0.07 1.10 0.27 0.852
H -3.090 -0.509 4.606 0.68 0.73 0.59 0.070
H -2.373 -0.291 6.253 -0.25 0.83 -1.15 0.082
H -3.242 1.115 5.387 0.93 -1.19 0.11 0.066
H -1.198 1.848 4.602 0.36 -1.15 -0.43 0.100
H -0.354 0.412 5.359 -0.61 0.50 -1.30 0.110
H -0.228 -0.846 3.384 -0.82 1.21 -0.43 0.112
H -1.902 -0.494 2.842 1.03 1.00 0.56 0.135
H -1.526 3.609 2.137 0.04 -0.07 0.63 0.115
H 1.575 -0.242 -1.410 -0.61 1.07 0.33 0.113
H 1.823 1.580 -1.563 -0.89 -0.97 0.63 0.135
H -1.122 1.129 -1.706 1.31 -0.22 -0.52 0.096
H -0.054 1.732 -3.026 -0.05 -1.32 0.73 0.125
H -0.216 -0.398 -4.138 -0.13 -0.33 1.44 0.115
H 0.050 -1.378 -2.634 -0.67 1.00 -0.35 0.092
H -2.584 -0.013 -3.726 0.32 -0.74 0.90 0.104
H -2.214 -1.798 -3.653 0.05 1.34 0.55 0.124
H -2.700 -2.141 -1.452 0.23 1.41 -0.01 0.114
H -2.159 -0.510 -0.817 -0.45 -0.33 -0.99 0.074
H -4.936 -1.407 -2.005 0.71 1.01 0.25 0.118
H -4.522 -0.606 -0.434 0.18 -0.10 -1.24 0.107
H -4.534 0.759 -3.244 0.04 0.23 1.41 0.111
H -3.687 1.497 -1.826 -1.05 -0.45 -0.21 0.089
H -6.725 0.583 -1.584 0.98 0.96 -0.31 0.118
H -6.395 2.063 -2.579 0.68 -0.68 0.93 0.113
H -6.941 2.937 -0.438 1.09 -0.86 0.14 0.120
H -6.149 1.607 0.490 0.55 0.90 -0.84 0.099
H -3.834 2.673 -0.128 -0.98 0.95 -0.27 0.094
H -4.648 3.960 -1.163 -0.32 -0.75 1.06 0.126
H -5.975 4.116 1.422 1.22 0.15 -0.12 0.121
H -4.639 5.248 0.938 0.16 -1.45 0.45 0.131
H -5.715 2.611 3.060 1.26 -0.41 -0.50 0.114
H -4.596 1.522 2.000 -0.30 1.17 0.70 0.086
H -4.023 2.086 3.617 -0.80 0.71 -1.08 0.074
H 1.618 -1.958 0.893 -0.87 0.75 0.04 -0.091
C 2.670 -4.623 -4.734 -0.29 -0.20 -0.59 -0.121
O 3.592 -3.736 -4.105 2.97 1.62 1.93 -0.319
P 3.511 -2.082 -4.505 -7.86 -1.44 -4.62 0.718
O 2.036 -1.957 -4.198 1.11 0.45 0.94 -0.272
O 3.761 -2.440 -6.094 1.03 0.47 0.55 -0.268
C 5.020 -3.004 -6.469 0.12 -0.23 -0.26 -0.116
O 3.641 -0.416 -4.856 2.44 -1.19 2.25 -0.242
C 4.912 0.070 -5.299 0.22 0.39 -0.39 -0.124
H 2.078 -5.111 -3.959 0.08 0.16 0.08 0.092
H 2.004 -4.121 -5.434 0.07 0.07 0.15 0.086
H 3.239 -5.382 -5.274 0.06 0.03 0.05 0.089
H 4.838 -3.919 -7.036 0.03 0.05 0.06 0.094
H 5.633 -3.245 -5.598 0.01 -0.11 -0.10 0.086
H 5.559 -2.298 -7.101 -0.02 -0.02 0.02 0.084
H 4.995 -0.049 -6.382 0.02 -0.07 0.08 0.086
H 5.729 -0.454 -4.803 0.12 0.19 -0.11 0.084
H 4.979 1.133 -5.063 -0.05 -0.12 0.07 0.089
C 6.902 -2.873 4.647 0.16 0.05 0.73 -0.119
O 5.931 -2.701 3.617 -2.72 -0.46 -2.73 -0.321
P 5.159 -1.188 3.488 6.31 3.47 5.80 0.711
O 6.444 -0.400 3.427 -1.01 -0.36 -1.08 -0.240
O 4.603 -1.308 5.038 -1.01 -0.25 -0.80 -0.266
C 3.667 -2.343 5.339 0.00 -0.14 0.26 -0.123
O 4.216 0.221 3.248 -1.14 -2.51 -2.00 -0.229
C 2.798 0.079 3.271 -0.19 0.32 0.20 -0.143
H 7.853 -3.133 4.183 -0.13 0.09 -0.15 0.096
H 7.033 -1.985 5.263 -0.04 0.00 -0.19 0.088
H 6.583 -3.699 5.286 -0.04 -0.01 -0.06 0.087
H 4.038 -2.913 6.192 -0.04 0.00 -0.07 0.095
H 3.527 -3.022 4.495 0.02 -0.10 0.13 0.083
H 2.707 -1.897 5.602 0.01 -0.01 0.02 0.076
H 2.436 0.149 4.300 -0.03 -0.10 -0.04 0.088
H 2.493 -0.873 2.831 -0.26 0.07 0.06 0.051
H 2.356 0.894 2.694 0.11 -0.03 -0.02 0.079
```
Forces are in eV/Å.

Calculated values
* charge: +1
* E: -3056.05370 Ha
* LUMO level: -4.61 eV